Entry from OMol25: a 11-piece molecular cluster, C42H90O24 overall in a non-equilibrium geometry (ωB97M-V/def2-TZVPD).

```
156
Properties=species:S:1:pos:R:3:forces:R:3
C 2.11016 4.00853 3.12690 -0.1 -1.4 1.2
O 0.76263 4.12806 3.52496 -2.9 0.4 0.0
C 0.32070 4.99268 4.48636 3.7 0.0 -0.6
O 1.13432 5.65030 5.13915 -2.4 -0.8 -0.7
O -1.01306 4.97153 4.54081 2.1 -1.8 -1.0
C -1.54790 5.91352 5.37522 -2.6 1.0 2.0
H 2.33376 4.39415 2.15960 -0.3 0.8 -0.7
H 2.28603 2.92385 3.07621 0.1 0.3 0.1
H 2.68548 4.45043 3.90093 1.0 0.4 0.4
H -0.94122 6.10130 6.27529 -0.2 -0.2 -0.4
H -2.61196 5.56379 5.67561 1.8 0.6 -0.5
H -1.61610 6.81175 4.78624 -0.3 0.7 0.2
C 0.87547 -0.05449 -1.72526 2.2 0.1 0.6
O 1.88345 0.17991 -0.60679 -0.8 0.3 -1.6
C 1.48884 0.13557 0.62800 0.4 0.2 3.0
O 2.20928 0.40260 1.59404 -0.4 -0.2 -1.6
O 0.20867 -0.21818 0.79697 -0.9 -1.0 0.8
C -0.27124 -0.43748 2.20844 -0.9 2.1 -2.3
H 0.68003 -1.12538 -1.73088 -0.2 0.4 -0.2
H 1.45805 0.27411 -2.60802 -0.5 -0.2 0.5
H 0.01454 0.57575 -1.58583 -0.3 0.1 0.1
H -0.30635 -1.45272 2.52243 0.5 -0.8 -0.1
H -1.31329 -0.05838 2.19474 0.5 -0.3 -0.2
H 0.30135 0.24074 2.79776 0.5 0.0 0.7
O -3.13967 -2.05864 5.26298 -1.4 -0.6 -0.5
C -2.10125 -1.62257 5.62697 1.0 1.2 -0.1
C -1.56287 -1.49922 6.98686 0.1 -0.7 1.7
C -0.25356 -0.69569 6.90528 -1.2 0.3 0.8
C 0.04542 -0.86270 5.41306 0.6 -0.4 0.7
O -1.20806 -1.09405 4.78639 0.0 -0.1 -1.3
H -2.35071 -1.07085 7.63914 0.6 -0.5 -0.2
H -1.32101 -2.53791 7.28605 -0.4 0.4 0.3
H -0.52454 0.34193 7.21959 0.9 -0.8 -0.5
H 0.46328 -1.14736 7.61792 0.0 0.5 -0.7
H 0.53894 -0.02787 4.93348 0.0 0.1 0.0
H 0.62860 -1.78327 5.25995 0.2 0.3 0.0
O -6.62695 -0.88569 -0.20856 1.1 -0.4 1.0
C -5.95971 -1.37899 0.69041 -2.2 1.5 -0.9
C -5.43071 -2.73453 0.72370 0.6 -1.6 -0.9
C -4.56009 -2.84027 1.98816 0.2 -0.5 -0.7
C -5.01881 -1.67984 2.82437 -1.3 1.1 -0.8
O -5.75891 -0.75576 1.84632 1.3 -0.3 1.7
H -6.30412 -3.41637 0.65761 0.6 0.2 0.3
H -4.88876 -2.84577 -0.23015 0.0 -0.3 0.4
H -4.73338 -3.79899 2.51972 0.5 0.6 -0.4
H -3.50139 -2.66782 1.71303 -0.5 -0.5 0.2
H -5.76414 -1.98295 3.54919 -0.1 0.1 0.2
H -4.22069 -1.13676 3.31846 -0.1 0.2 -0.2
O 2.07460 2.84692 -3.16927 -0.4 0.3 0.3
C 2.99075 3.23169 -2.50321 0.0 1.0 0.7
C 4.40523 2.86380 -2.62041 0.9 0.2 -0.1
C 4.97725 3.05156 -1.24450 -0.3 0.3 0.5
C 4.16431 4.23409 -0.70962 -1.0 -1.1 -1.0
O 2.87853 4.12235 -1.45615 0.2 -0.1 0.2
H 4.44955 1.88372 -2.99652 0.4 -1.4 -0.4
H 4.94092 3.51484 -3.30667 -0.3 0.2 -0.3
H 4.73602 2.21199 -0.61287 0.3 -0.5 0.1
H 6.03985 3.24612 -1.29300 0.2 -0.1 0.3
H 3.91504 4.17679 0.34001 0.0 -0.1 0.2
H 4.63791 5.16468 -0.91289 0.1 1.0 -0.4
C -2.36775 2.06511 6.82803 0.6 1.9 -2.1
O -1.80330 1.50033 5.64259 0.4 -0.2 0.2
C -2.36283 1.99029 4.43915 -0.2 -0.4 -0.5
C -3.84588 1.71987 4.21437 1.2 -1.1 1.1
O -4.63664 2.81349 4.59019 -0.4 -0.5 -0.5
C -5.95660 2.66906 4.03260 0.7 0.4 0.2
H -3.32492 2.39178 6.46567 -0.8 0.5 0.9
H -1.76039 2.94043 7.19383 -0.5 -0.8 -0.2
H -2.45453 1.31852 7.55343 -0.1 -1.1 1.2
H -1.81138 1.50774 3.63400 0.1 -0.2 0.1
H -2.20164 3.03537 4.31123 0.2 1.0 0.1
H -4.02281 0.73125 4.71448 -0.6 0.7 0.2
H -4.00951 1.49161 3.19021 -0.1 0.0 -1.3
H -6.32601 3.69695 4.00913 -0.5 -0.3 0.2
H -6.49493 1.98289 4.71430 -0.3 0.4 -0.7
H -5.91968 2.31697 2.97089 0.0 -0.1 0.9
C -0.35708 1.86544 -5.36509 -0.6 -1.1 -0.3
O 0.36398 0.85829 -6.17311 -1.1 1.3 1.1
C 1.74515 1.08152 -6.11815 0.6 -1.2 -0.8
C 2.45062 -0.02313 -6.91688 -1.5 0.4 -0.2
O 3.77150 0.38089 -7.02624 0.0 1.1 0.8
C 4.43892 -0.35247 -7.97535 0.3 -0.4 0.0
H 0.08022 1.87767 -4.36544 0.1 0.2 0.0
H -1.44613 1.52624 -5.21560 1.6 0.5 -0.7
H -0.29427 2.88418 -5.82482 -0.1 -0.9 0.3
H 2.19836 1.13491 -5.13965 -0.3 -0.2 0.8
H 2.07154 1.97766 -6.59077 -0.2 1.2 -0.6
H 1.98296 -0.05713 -7.96055 0.4 -0.3 1.3
H 2.35508 -0.98927 -6.37196 0.0 0.2 -0.6
H 4.53181 -1.35141 -7.60274 0.4 -1.1 0.0
H 5.42920 0.06623 -8.10555 0.0 0.1 -0.4
H 3.81968 -0.40164 -8.86086 0.3 0.1 -0.8
C -1.73391 -4.99794 0.66843 0.4 -1.8 -0.6
O -0.49828 -4.36845 0.90961 0.5 -0.7 -0.5
C 0.40925 -4.64999 -0.15913 1.9 1.0 -0.7
C 1.27764 -3.37619 -0.41650 0.0 0.5 0.8
O 2.45007 -3.04910 0.41646 -1.2 -0.4 0.0
C 2.27334 -3.16238 1.83983 0.2 -1.8 -0.9
H -2.30456 -4.49833 -0.08458 -0.3 0.6 -0.9
H -2.34626 -4.97575 1.54196 -0.1 -0.1 0.9
H -1.60265 -6.07319 0.29533 -0.1 1.2 0.7
H -0.13307 -4.78632 -1.11733 0.1 -0.1 0.5
H 1.13967 -5.49183 -0.02239 -1.1 0.2 0.4
H 0.51834 -2.59125 -0.30149 0.4 0.3 0.0
H 1.68501 -3.33361 -1.43910 -0.3 -0.3 0.3
H 3.11278 -2.71957 2.34668 0.3 0.6 -0.1
H 2.30798 -4.24208 2.09951 -0.2 0.4 0.0
H 1.33445 -2.78191 2.19609 -0.4 0.4 0.0
C 1.33227 -3.52070 -5.45615 0.9 -0.9 1.0
O 0.15306 -3.39029 -4.64254 0.8 0.0 -1.3
C -0.35077 -2.05836 -4.69078 0.4 -0.4 2.4
C -1.57434 -2.04362 -3.78941 0.6 0.2 0.1
O -1.16144 -2.26809 -2.43539 -0.2 0.7 -1.0
C -1.97709 -1.58398 -1.55181 -2.2 -1.1 2.7
H 1.17599 -3.32763 -6.51177 -0.4 0.1 -0.2
H 1.85139 -4.53166 -5.36850 -1.3 1.0 0.1
H 2.09139 -2.82961 -5.08035 0.0 0.3 -0.1
H -0.59259 -1.67349 -5.65596 -0.1 0.0 -1.0
H 0.38906 -1.34085 -4.21339 -0.5 -0.7 -0.6
H -2.32079 -2.80831 -3.98436 -0.1 -0.1 -0.6
H -2.01605 -1.05330 -3.93028 -0.2 0.1 0.3
H -3.10469 -1.84623 -1.57334 1.4 -0.2 -0.5
H -2.04915 -0.50088 -1.51743 0.9 0.2 -0.7
H -1.66011 -1.93420 -0.54435 -0.1 0.4 -0.4
C -4.23654 0.90726 -2.95372 -1.9 0.6 -1.2
O -3.48733 1.00608 -1.79684 1.0 -0.1 0.7
C -3.64709 2.12776 -0.93497 -0.5 0.4 -1.5
C -2.40177 2.44917 -0.17464 0.9 -0.7 0.5
O -1.31012 2.79444 -0.98205 -1.0 -0.2 -1.1
C -0.26149 3.31495 -0.24197 0.6 0.1 0.2
H -4.14888 -0.11306 -3.41003 0.3 1.0 0.4
H -4.09245 1.73355 -3.69429 0.9 -0.6 0.2
H -5.32409 1.07452 -2.81258 0.2 -0.5 0.6
H -4.44173 1.91387 -0.24541 -0.5 -0.2 0.6
H -3.98706 3.00773 -1.52178 0.4 -0.3 0.1
H -2.05617 1.63007 0.46716 -0.3 -0.6 -0.1
H -2.59078 3.21220 0.56828 -0.5 0.8 0.1
H -0.53420 4.29085 0.16809 0.1 0.3 0.0
H 0.59201 3.39380 -0.92942 -0.2 0.0 0.5
H -0.06192 2.66484 0.62533 0.4 0.0 -0.1
C 4.03446 -0.97628 -3.83173 0.1 -0.1 -1.0
O 4.75075 -0.55133 -2.72541 0.2 -0.1 1.3
C 4.54463 -1.24868 -1.49947 -0.1 -0.6 1.1
C 5.59685 -2.35969 -1.15097 -0.1 3.1 -2.7
O 5.56932 -3.38156 -2.11117 -0.8 1.1 -0.7
C 6.32713 -4.41806 -1.69206 2.9 -1.2 1.8
H 2.95312 -0.84569 -3.69074 0.0 0.0 -0.1
H 4.24778 -2.03987 -4.01276 -0.1 0.2 -0.4
H 4.38176 -0.31449 -4.66577 -0.4 -0.8 0.4
H 3.52641 -1.65906 -1.23445 0.7 0.3 -1.3
H 4.62548 -0.44637 -0.77159 0.3 -0.1 0.5
H 5.35400 -2.75392 -0.23200 -0.7 -0.8 2.4
H 6.58215 -1.84578 -1.07530 -0.2 -0.6 -0.2
H 6.26724 -4.51047 -0.57384 -0.2 -0.4 -0.7
H 7.45898 -4.27745 -1.83095 -1.2 0.1 -0.3
H 6.06239 -5.35839 -2.14955 -0.3 -0.2 -0.3
```
Positions in Å, forces in eV/Å.

The SMILES is COC(=O)OC.COC(=O)OC.O=C1CCCO1.O=C1CCCO1.O=C1CCCO1.COCCOC.COCCOC.COCCOC.COCCOC.COCCOC.COCCOC. The calculation puts the orbital gap at 9.90 eV. The LUMO energy is 0.59 eV. The value obtained for the calculated total energy is -3459.722943 a.u. As for the molar mass: 979.16 g mol⁻¹. The HOMO energy comes out at -9.311 eV. The net charge is 0.

=====

Entry from OMol25: a 9-piece molecular cluster, C42H93N3O6 overall in a non-equilibrium geometry (ωB97M-V/def2-TZVPD).

```
144
Properties=species:S:1:pos:R:3:forces:R:3
C 3.45045 -2.83752 2.03949 0.3 1.0 -0.2
C 2.24237 -3.11899 2.90880 -0.2 -0.7 1.5
C 2.15988 -4.70171 3.00680 -0.3 2.1 0.8
O 2.75774 -5.08857 1.83761 0.8 -0.6 -1.6
C 3.82722 -4.17154 1.45302 -1.0 -1.5 -0.9
H 4.27614 -2.36433 2.57092 0.0 -0.3 0.4
H 3.20698 -2.07236 1.30237 -0.1 -0.3 -0.4
H 1.28574 -2.77161 2.51856 0.2 0.1 -0.4
H 2.35907 -2.60990 3.86552 -0.1 -0.2 0.2
H 1.09900 -4.94619 3.06039 0.0 -0.5 -0.4
H 2.63974 -5.18988 3.85504 0.2 0.4 0.4
H 3.78795 -4.24276 0.36606 0.1 0.4 -0.1
H 4.79844 -4.59500 1.70896 0.0 0.2 0.6
C 1.40175 4.26546 -3.37501 0.0 -1.0 1.1
C 0.60359 4.67174 -2.09480 -0.7 -1.0 0.5
C -0.63938 5.36872 -2.67645 2.3 0.5 -0.6
O 0.01051 6.03339 -3.72581 -0.2 2.1 -2.4
C 1.11530 5.34773 -4.37582 -1.8 -0.1 2.2
H 1.00685 3.31413 -3.73157 0.2 -0.1 0.1
H 2.48365 4.18798 -3.26729 0.0 -0.3 0.5
H 1.16380 5.30120 -1.40339 0.0 0.6 -0.3
H 0.24376 3.86472 -1.45658 0.4 -0.7 -0.1
H -1.02355 6.19936 -2.08437 -0.4 -0.5 0.3
H -1.41334 4.72240 -3.09039 -0.2 -0.4 0.5
H 1.95391 6.04322 -4.34240 -0.3 0.1 -1.1
H 0.75301 4.86485 -5.28338 0.6 0.8 -0.5
C -2.41655 -5.31231 1.23789 0.2 2.2 -3.1
C -1.36254 -5.92343 0.26672 -1.7 0.6 -1.2
C -0.95419 -7.16623 0.96332 2.1 1.1 1.7
O -1.56402 -7.12855 2.25243 -1.2 -0.2 1.6
C -2.08850 -5.80911 2.53749 -0.6 -1.6 1.1
H -3.42850 -5.54339 0.90524 0.0 -0.1 0.1
H -2.30180 -4.22874 1.26663 -0.3 0.3 -0.4
H -0.54020 -5.25195 0.01979 0.0 0.0 0.3
H -1.83908 -6.20425 -0.67252 -0.1 0.4 -0.2
H 0.07432 -6.97160 1.26725 0.7 -0.9 -0.8
H -1.06816 -8.09205 0.39943 -0.3 -0.1 0.5
H -1.52038 -5.08374 3.11987 1.3 -0.5 0.0
H -3.01872 -5.81691 3.10559 0.0 -1.0 0.4
C -1.62376 -1.09012 2.97080 0.2 -0.6 -0.1
C -0.99370 -0.97443 4.38168 -1.3 0.5 -0.5
C -2.22401 -0.57714 5.20735 0.3 -0.5 -0.5
O -3.19753 -0.01320 4.28932 -0.4 -0.1 1.3
C -2.82785 -0.12126 2.92541 1.7 -0.1 0.8
H -2.03387 -2.09495 2.86969 0.0 -0.1 0.0
H -0.87388 -1.00798 2.18401 -0.2 0.3 -0.2
H -0.26826 -0.16339 4.44541 0.3 -0.3 -0.1
H -0.62279 -1.93273 4.74524 0.4 0.2 -0.2
H -1.91260 0.08178 6.01788 -0.5 0.6 -0.2
H -2.59148 -1.47390 5.70623 -0.6 0.0 -0.2
H -2.55646 0.88438 2.60427 0.2 0.2 -0.4
H -3.63143 -0.46941 2.27645 -0.2 -0.2 0.3
C -3.96447 -7.05020 -2.69183 -1.1 0.6 -0.6
C -2.75027 -7.93651 -2.70882 0.9 0.1 0.0
C -2.85907 -8.66721 -4.04751 -0.6 -1.8 0.5
O -4.05270 -8.27755 -4.72762 -0.3 1.2 0.3
C -4.91785 -7.65320 -3.76293 1.0 -0.3 1.1
H -3.78977 -6.03421 -3.04587 0.4 0.1 0.4
H -4.48253 -7.03597 -1.73292 0.2 0.2 0.1
H -2.72329 -8.60513 -1.84840 -0.4 -0.4 -0.2
H -1.77124 -7.46670 -2.61454 -0.2 0.7 -0.2
H -3.00728 -9.71315 -3.77892 0.1 -0.4 -0.2
H -1.97925 -8.66576 -4.69093 -0.2 0.6 -0.2
H -5.54606 -8.37332 -3.23866 -0.2 -0.5 -0.3
H -5.56928 -6.86957 -4.14979 0.2 -0.2 -0.6
C 5.05836 1.38918 -3.53238 0.9 -1.7 0.5
C 6.48711 0.70486 -3.52128 0.5 1.6 0.2
C 7.15042 0.97883 -4.87114 -2.8 0.1 -0.3
O 6.26084 1.89995 -5.53195 -1.3 1.9 0.3
C 4.91468 2.07338 -4.86159 2.0 -1.7 -0.6
H 5.02149 2.10114 -2.70785 -0.2 -0.2 0.1
H 4.33237 0.58867 -3.39011 -0.4 0.3 0.1
H 6.59670 -0.35764 -3.30408 -0.5 0.2 0.5
H 7.01987 1.35766 -2.82981 0.4 -0.8 0.5
H 7.04180 0.08480 -5.48515 1.0 -0.2 0.0
H 8.14099 1.42389 -4.77731 0.0 -0.3 -0.3
H 4.23111 1.49564 -5.48373 -0.2 0.5 -0.1
H 4.58288 3.09535 -4.67833 0.5 0.2 -0.8
C 1.35301 -2.92703 -1.22092 1.7 0.1 0.2
C 0.19233 -2.39987 -1.97600 0.1 -0.4 0.0
N -0.67631 -1.65167 -1.11004 -1.5 1.2 0.0
C -1.99206 -1.41242 -1.72894 -0.2 -2.2 0.6
C -2.74179 -2.78820 -1.85345 0.3 1.0 -0.1
C -0.08368 -0.37983 -0.59579 0.7 -1.5 -0.3
C 0.81984 0.45332 -1.54739 -0.5 0.7 -0.1
H 2.01798 -2.11685 -0.92174 0.3 -0.2 0.3
H 1.90540 -3.62307 -1.85218 0.3 0.2 -0.1
H 1.06824 -3.53486 -0.36211 -0.3 0.3 0.2
H 0.43209 -1.77480 -2.83618 0.6 -0.1 -0.4
H -0.15414 -3.36189 -2.35361 -1.5 0.5 -0.2
H -2.64280 -0.88349 -1.03261 0.3 0.5 0.0
H -1.95834 -0.88582 -2.68270 0.1 0.1 -0.2
H -3.77391 -2.51676 -2.07514 -0.1 -0.5 -0.1
H -2.35489 -3.49364 -2.58881 0.0 0.3 -0.2
H -2.68318 -3.30536 -0.89573 -0.1 0.2 0.1
H 0.46983 -0.71489 0.28140 0.6 0.3 0.1
H -0.90924 0.18770 -0.16630 0.0 0.3 -0.4
H 1.78953 0.09839 -1.89643 -0.1 -0.8 0.5
H 1.05129 1.40757 -1.07417 0.0 0.2 0.3
H 0.33135 0.74211 -2.47803 -0.4 -0.1 0.0
C 0.03982 3.64231 3.15167 -0.5 1.3 0.2
C 0.95967 3.45143 1.99549 0.1 -1.9 0.7
N 2.29231 3.95106 2.29326 0.4 0.2 -3.5
C 3.38275 3.29325 1.50027 1.7 -0.1 2.4
C 3.65946 3.78606 0.09961 -1.7 0.1 -1.0
C 2.39818 5.41249 2.29723 0.6 0.9 1.8
C 3.65273 5.90798 3.08629 -0.5 -0.7 -0.1
H -0.78774 2.93620 3.08346 0.0 0.3 0.1
H -0.32059 4.66993 3.10474 -0.4 -0.1 0.6
H 0.61557 3.46351 4.05977 -0.3 0.0 0.2
H 0.94333 2.36571 1.90033 1.0 -0.1 -0.6
H 0.66060 3.86320 1.03159 -0.2 0.4 -0.1
H 4.31223 3.46328 2.04364 0.0 0.6 0.4
H 3.39669 2.21241 1.64058 -1.2 -0.1 -0.6
H 3.72353 4.86492 -0.04197 0.8 0.0 0.5
H 4.51146 3.23374 -0.29682 0.0 0.3 0.1
H 2.78656 3.58568 -0.52167 0.0 -0.5 -0.3
H 1.54840 5.89302 2.78205 -0.3 -0.5 0.0
H 2.30258 5.68366 1.24584 0.4 0.2 -0.2
H 3.79320 6.98780 3.13486 -0.1 -0.1 -0.8
H 4.55028 5.38074 2.76296 0.1 0.4 0.0
H 3.46711 5.66893 4.13343 0.1 -0.3 0.0
C -3.72030 4.12246 3.75846 1.0 0.9 0.5
C -4.08207 4.93896 2.48860 0.9 -1.1 1.2
N -3.18539 4.51027 1.38643 -1.4 -2.0 1.4
C -3.07787 5.49929 0.36628 1.0 0.8 0.2
C -2.05447 6.61877 0.76880 -1.4 0.1 -1.5
C -3.76667 3.23367 0.85353 1.7 -0.1 -1.7
C -2.78631 2.50804 -0.15541 -0.3 0.3 0.9
H -3.70181 3.03270 3.74516 -0.6 0.0 -0.5
H -4.24289 4.44340 4.65957 -0.5 0.0 -0.2
H -2.68526 4.36837 3.99578 0.3 0.1 0.0
H -5.14990 4.79303 2.32566 -0.2 0.1 -0.7
H -3.91519 5.99287 2.71115 0.0 0.0 -0.1
H -2.74545 4.96459 -0.52348 0.1 0.5 -0.2
H -4.05499 5.93668 0.16127 -0.2 0.3 -0.3
H -1.01894 6.29031 0.67997 0.0 -0.1 0.5
H -2.18861 7.40056 0.02120 0.3 0.1 -0.4
H -2.33148 7.18013 1.66112 0.3 -0.6 0.5
H -4.64585 3.47600 0.25653 -0.5 -0.1 0.2
H -4.01369 2.47648 1.59766 -0.1 0.6 0.4
H -1.76177 2.46930 0.21462 0.2 0.5 0.2
H -2.78826 2.98517 -1.13544 0.0 -0.3 0.0
H -3.02112 1.44574 -0.22247 -0.5 0.1 -0.4
```
Positions in Å, forces in eV/Å.

As for the spin multiplicity: 2. The calculation puts the orbital gap (spin up / spin down) at 8.12 / 3.48 eV. The LUMO energy (spin up / spin down) is -2.45 / -7.09 eV. The value obtained for the calculated total energy is -2271.175153 a.u. As for the molar mass: 736.22 g mol⁻¹. The HOMO energy (spin up / spin down) comes out at -10.569 / -10.569 eV. The net charge is +1.